Entry from the Open Molecules 2025 dataset: a cluster of 2 separate species, C15H16F3N2O5P in total (ωB97M-V with the def2-TZVPD basis set).

XYZ file:
```
42
Properties=species:S:1:pos:R:3:forces:R:3:mulliken_charge:R:1
C 4.171 -2.176 0.664 -0.21 0.27 0.07 -1.40
C 2.948 -1.472 0.149 0.24 -0.36 0.07 1.28
C 1.850 -1.244 0.959 0.02 -0.02 0.09 -1.29
C 0.757 -0.525 0.501 -0.08 -0.04 0.11 0.08
C 0.730 -0.032 -0.788 -0.11 -0.05 -0.14 0.84
C -0.423 0.807 -1.320 0.16 0.13 0.18 -1.17
C -1.291 1.433 -0.275 -0.08 -0.01 0.05 0.19
C -0.727 2.441 0.552 -0.04 -0.30 -0.28 -0.53
N -1.311 3.100 1.508 0.11 0.18 0.17 -1.00
N -2.647 2.742 1.711 -0.43 -0.18 -0.12 0.12
C -3.306 1.762 0.982 0.14 0.07 -0.14 -0.76
C -2.665 1.094 0.003 0.10 -0.05 -0.11 0.57
C -3.386 -0.002 -0.742 0.25 -0.12 0.09 -0.87
C -3.791 -1.220 0.131 0.02 0.23 -0.11 -0.06
O -3.158 -1.307 1.376 -0.03 -0.28 0.08 -0.59
C -3.582 -2.540 -0.621 -0.09 -0.14 0.04 0.77
F -3.779 -2.429 -1.952 -0.09 0.00 0.03 -0.29
F -4.458 -3.485 -0.196 0.07 -0.03 0.04 -0.31
F -2.353 -3.038 -0.443 -0.02 0.07 -0.10 -0.26
C 1.815 -0.303 -1.612 -0.07 0.13 -0.10 -0.59
C 2.911 -0.999 -1.154 -0.18 0.08 -0.18 -0.79
H 3.923 -2.780 1.537 0.05 -0.15 0.04 0.37
H 4.600 -2.803 -0.115 0.12 -0.13 0.01 0.36
H 4.891 -1.405 0.948 0.09 0.03 -0.06 0.26
H 1.866 -1.593 1.984 0.01 -0.03 0.09 0.26
H -0.061 -0.306 1.177 -0.06 0.09 0.06 0.41
H 0.036 1.597 -1.925 0.03 0.02 -0.08 0.43
H -0.991 0.197 -2.023 -0.14 0.00 -0.07 0.44
H 0.320 2.685 0.390 0.11 0.14 0.14 0.65
H -3.117 3.222 2.448 0.12 0.11 0.11 0.19
H -4.330 1.542 1.243 -0.08 0.09 0.19 0.39
H -4.272 0.406 -1.227 -0.14 -0.11 -0.02 0.44
H -2.750 -0.371 -1.538 0.09 0.10 -0.12 0.19
H -4.857 -1.185 0.350 -0.09 0.03 0.02 0.40
H -2.203 -1.243 1.247 0.07 0.16 -0.01 0.38
H 1.814 0.090 -2.621 0.07 0.09 -0.05 0.33
H 3.751 -1.130 -1.820 0.19 -0.02 0.08 0.23
O 5.118 0.733 0.648 -0.36 -0.04 0.08 -0.58
P 4.632 2.084 0.106 0.25 -0.41 -0.48 0.65
O 4.606 2.042 -1.433 0.47 0.11 -0.12 -0.64
O 5.529 3.212 0.637 -0.25 0.30 -0.21 -0.69
O 3.190 2.398 0.556 -0.23 0.00 0.66 -0.39
```
Positions in Å, forces in eV/Å.

Calculated values
Total charge ... -2
E ... -1707.76619 hartree

---

Entry from the Open Molecules 2025 dataset: a structure of composition C15H45MnN15O34P in a non-equilibrium geometry (ωB97M-V with the def2-TZVPD basis set).

XYZ file:
```
111
Properties=species:S:1:pos:R:3:forces:R:3:mulliken_charge:R:1
Mn -0.693 0.701 -2.383 -0.39 -0.17 -2.30 1.05
P -0.209 0.557 -0.189 3.88 -1.75 5.03 -2.08
O 0.408 0.302 1.208 -0.96 0.71 -0.93 0.37
O 0.593 -0.494 -1.193 -2.21 1.95 0.13 0.81
O 0.111 1.989 -0.752 -0.70 -0.83 -0.55 -1.06
O -1.720 0.292 -0.233 0.03 0.13 -1.34 1.08
C 1.043 -5.533 0.304 -0.04 -0.45 0.69 -0.58
N 0.008 -5.870 -0.676 -1.03 -0.13 -0.59 1.03
O -1.114 -6.098 -0.253 0.38 -0.04 -0.26 -0.56
O 0.313 -5.860 -1.861 -0.08 -0.13 0.48 -0.61
H 0.525 -5.196 1.215 0.34 -0.34 -0.55 0.34
H 1.627 -4.780 -0.187 0.56 0.33 0.08 0.03
H 1.640 -6.443 0.488 -0.27 0.52 -0.05 0.31
C -2.877 3.293 -0.741 1.18 0.12 1.59 -0.34
N -2.735 3.316 -2.154 -0.40 0.29 -1.97 0.92
O -3.290 4.221 -2.729 -0.02 0.19 -0.30 -0.59
O -2.099 2.459 -2.772 0.01 0.05 0.31 -0.55
H -3.710 3.889 -0.428 -0.12 0.47 -0.06 0.34
H -1.899 3.600 -0.351 -0.25 0.23 0.04 0.17
H -2.952 2.302 -0.395 -0.15 -1.51 0.27 -0.11
C 3.507 1.134 1.598 0.40 0.20 -0.02 -0.48
N 4.411 2.026 0.805 1.22 0.52 1.65 0.93
O 5.332 2.600 1.377 -0.72 -0.58 -0.01 -0.62
O 4.200 2.164 -0.367 -0.28 -0.17 -1.29 -0.48
H 2.650 0.936 0.991 -0.77 -0.04 -0.27 -0.22
H 3.231 1.697 2.500 0.34 -0.54 -0.17 0.40
H 4.035 0.181 1.748 0.00 0.59 0.43 0.37
C 2.138 4.728 0.230 0.16 1.31 0.95 -0.30
N 1.667 5.098 1.649 2.00 -1.71 -0.67 0.97
O 0.860 5.950 1.767 -1.72 1.68 0.20 -0.57
O 2.196 4.500 2.580 -0.14 0.05 -0.55 -0.57
H 2.143 3.657 0.229 0.18 -0.42 -0.34 -0.18
H 3.130 5.224 0.143 -0.54 -0.74 0.04 0.35
H 1.453 5.180 -0.492 0.00 -0.28 0.28 0.33
C 1.681 -2.347 1.669 -1.28 -0.10 1.14 0.65
N 1.442 -3.558 2.579 0.96 -1.26 -0.05 1.05
O 0.399 -3.714 3.184 -0.23 0.85 -0.43 -0.60
O 2.343 -4.401 2.666 -0.34 1.15 -0.43 -0.63
H 2.686 -2.028 1.978 -0.55 0.09 -0.69 0.14
H 0.858 -1.632 1.877 0.94 -0.03 0.19 -0.43
H 1.483 -2.591 0.619 0.66 -0.42 0.23 -0.40
C 3.687 -0.924 -1.671 -0.28 -2.19 0.46 0.10
N 4.173 -2.341 -1.966 -0.50 -0.53 -0.09 1.02
O 5.360 -2.561 -1.983 0.27 0.45 0.04 -0.64
O 3.338 -3.223 -2.154 0.35 0.61 0.40 -0.61
H 4.282 -0.300 -2.282 0.32 0.77 -0.62 0.49
H 3.927 -0.803 -0.628 0.13 0.29 0.32 0.10
H 2.604 -0.946 -1.783 0.08 0.49 -0.21 -0.57
C -2.680 -1.206 2.234 0.65 0.90 0.35 -0.28
N -3.541 -0.012 1.881 0.57 0.65 1.13 1.25
O -4.412 -0.162 1.063 -0.28 -0.27 -0.37 -0.68
O -3.349 1.064 2.461 0.19 -1.15 -0.52 -0.59
H -3.104 -2.069 1.739 0.06 -0.06 0.03 0.15
H -2.576 -1.298 3.323 -0.62 0.06 -0.22 0.10
H -1.658 -0.948 1.918 -0.36 -0.03 -0.42 0.02
C -4.617 0.243 -1.981 0.93 -0.25 -0.26 -0.74
N -3.935 -0.117 -3.275 0.46 0.27 1.20 0.83
O -2.714 -0.224 -3.256 0.58 -0.12 -0.13 -0.45
O -4.584 -0.254 -4.256 -0.84 -0.18 -1.00 -0.61
H -5.486 -0.414 -1.928 0.16 0.32 0.24 0.36
H -4.873 1.294 -2.129 -0.18 -0.12 0.27 0.32
H -3.848 0.085 -1.196 -0.80 0.22 -0.39 0.03
C -2.131 -2.723 -1.335 -1.18 -1.29 -0.34 0.97
N -3.549 -3.003 -0.956 -1.00 0.70 -1.02 1.10
O -4.426 -2.588 -1.707 0.45 -0.11 -0.19 -0.65
O -3.800 -3.546 0.080 0.31 -0.63 0.98 -0.65
H -1.585 -3.500 -0.828 0.54 0.00 0.06 -0.37
H -1.985 -1.745 -0.944 0.68 0.99 0.20 -0.72
H -2.108 -2.802 -2.426 0.23 0.20 0.33 0.32
C 2.564 2.311 -2.373 -0.12 0.63 -0.37 -0.40
N 1.510 2.732 -3.361 -0.20 -1.36 -0.91 1.12
O 0.912 1.836 -3.977 -0.11 -0.78 0.72 -0.75
O 1.226 3.869 -3.570 0.55 1.20 0.66 -0.61
H 3.033 3.242 -2.102 0.29 0.08 0.12 0.54
H 3.289 1.588 -2.780 -0.75 0.46 -0.23 0.04
H 1.996 1.912 -1.536 -0.08 -0.13 -0.01 -0.08
C 0.826 -2.818 -3.230 0.72 0.31 0.96 -0.17
N -0.054 -2.137 -4.198 0.10 0.09 0.18 0.85
O -0.138 -0.908 -4.200 0.19 0.09 0.27 -0.47
O -0.646 -2.824 -4.977 -0.53 -0.46 -0.77 -0.60
H 1.850 -2.849 -3.649 -0.83 0.17 -0.01 0.41
H 0.487 -3.850 -3.035 -0.04 0.65 -0.34 0.36
H 0.838 -2.178 -2.319 -0.04 -0.47 -0.57 -0.47
C 1.656 0.515 -6.644 -0.06 0.29 -1.03 -0.58
N 2.783 0.084 -5.817 -0.08 -1.08 0.23 1.06
O 2.788 -1.090 -5.509 0.02 -0.51 0.11 -0.56
O 3.601 0.872 -5.428 0.49 1.07 0.07 -0.60
H 1.242 -0.374 -7.131 0.11 0.41 0.17 0.28
H 1.974 1.298 -7.346 0.05 -0.40 0.27 0.28
H 0.974 0.947 -5.941 -0.59 0.14 0.25 0.15
C 0.663 -0.134 4.936 1.10 0.08 -0.30 -0.08
N 2.194 -0.163 4.838 -0.24 1.32 2.01 0.81
O 2.727 -0.658 3.892 0.06 -0.92 -1.39 -0.46
O 2.833 0.373 5.734 -0.66 -0.08 -0.03 -0.61
H 0.366 0.780 4.405 -0.01 -0.38 0.16 -0.01
H 0.385 -0.094 5.996 0.15 -0.14 -0.50 0.28
H 0.372 -1.028 4.393 -0.44 0.08 0.16 0.01
C -0.713 3.053 2.857 0.21 -0.82 0.68 -0.08
N -1.790 3.167 3.878 -0.81 1.88 -0.27 1.20
O -2.701 3.966 3.654 0.69 -0.96 0.13 -0.64
O -1.677 2.554 4.920 0.13 -0.38 -0.16 -0.63
H -0.683 1.986 2.594 0.38 0.26 -0.14 -0.22
H 0.206 3.399 3.357 -0.33 -0.32 -0.27 0.32
H -0.947 3.662 2.003 -0.24 0.19 -0.13 0.00
C -4.032 0.387 5.380 -0.29 0.18 0.44 -0.50
N -3.050 -0.330 6.243 0.32 -0.58 -0.32 1.01
O -3.039 -0.012 7.407 0.21 -0.06 0.33 -0.58
O -2.304 -1.176 5.743 -0.72 0.82 0.20 -0.56
H -3.461 1.162 4.865 -0.25 -0.23 -0.07 0.07
H -4.779 0.823 6.056 0.41 -0.08 -0.27 0.31
H -4.512 -0.323 4.716 0.26 -0.03 -0.20 0.27
```
Positions in Å, forces in eV/Å.

Calculated values
Total charge ... -1
Multiplicity ... 6
E ... -5469.28102 hartree

---

Entry from the Open Molecules 2025 dataset: a structure of composition C9H13BBr4NO11 in a non-equilibrium geometry (ωB97M-V with the def2-TZVPD basis set).

XYZ file:
```
39
Properties=species:S:1:pos:R:3:forces:R:3:mulliken_charge:R:1
N 0.419 0.292 0.977 0.61 -3.09 3.07 -0.25
H 0.744 -0.057 0.087 -1.02 2.66 -0.06 0.54
H 0.662 1.271 1.031 -2.62 -5.08 0.40 0.87
H 1.026 -0.182 1.631 -0.81 -0.31 0.65 0.29
H -0.565 0.066 0.975 1.32 1.10 0.85 0.27
O -1.535 -2.991 2.156 -0.22 0.78 -4.25 -0.66
C -1.572 -2.588 0.968 -0.06 -2.32 2.70 0.50
O -1.433 -3.297 -0.150 -0.34 -0.37 1.12 -0.50
B -1.435 -2.446 -1.349 0.22 0.06 -1.30 1.22
O -1.429 -1.080 -0.734 -1.49 0.44 1.01 -0.45
C -1.702 -1.142 0.551 -0.40 -1.54 -1.80 0.47
O -1.790 -0.217 1.333 -4.28 -2.45 -3.89 -0.72
O -0.275 -2.688 -2.209 -1.84 -1.22 1.33 -0.39
C -0.601 -3.200 -3.341 2.19 -1.59 -4.64 0.63
O 0.154 -3.530 -4.308 -2.72 1.11 3.84 -0.67
C -2.135 -3.264 -3.387 -1.35 -0.94 -3.34 0.52
O -2.552 -2.631 -2.326 -0.92 0.15 1.97 -0.61
O -2.843 -3.711 -4.304 1.74 1.07 2.54 -0.67
O 1.489 -1.339 0.052 3.08 -4.23 1.75 -0.58
C 1.298 -0.970 -1.192 -1.12 0.08 -7.77 0.14
O 1.588 -1.800 -2.097 3.12 2.59 2.19 -0.76
O 0.665 0.107 -1.355 0.82 -0.17 -1.14 -0.80
H 2.010 -2.087 -0.251 0.61 -1.46 0.85 0.43
Br -1.017 -0.559 3.586 -0.06 2.00 2.35 -0.16
C -1.867 1.213 3.072 1.29 2.31 2.50 -0.63
C -1.073 2.475 3.594 -0.01 -1.18 0.64 -0.64
Br 0.721 2.495 2.740 -3.54 0.97 11.41 -0.15
H -2.800 1.256 3.634 -0.15 -0.35 -0.34 0.52
H -1.985 1.339 1.996 -0.14 0.07 1.04 0.38
H -0.870 2.520 4.664 -0.19 -0.42 0.00 0.36
H -1.569 3.414 3.349 0.00 -0.15 -0.43 0.40
Br 1.231 2.507 0.692 8.00 10.55 -12.89 0.10
C 2.305 2.186 -0.962 -0.21 1.39 -1.82 -0.84
C 2.745 3.576 -1.402 0.38 -0.08 1.27 -0.68
Br 4.089 3.393 -2.799 -0.14 0.32 -0.16 -0.22
H 1.674 1.867 -1.792 -0.07 -0.58 0.59 0.43
H 3.132 1.486 -0.850 -0.17 0.09 0.42 0.44
H 3.205 4.131 -0.585 0.36 -0.03 -0.13 0.40
H 1.890 4.185 -1.694 0.16 -0.20 -0.58 0.42
```
Positions in Å, forces in eV/Å.

Calculated values
Total charge ... -1
E ... -11553.87980 hartree

---

Entry from the Open Molecules 2025 dataset: a structure of composition C33H31N8O2PS2Sn (ωB97M-V with the def2-TZVPD basis set).

XYZ file:
```
78
Properties=species:S:1:pos:R:3:forces:R:3:mulliken_charge:R:1
Sn 0.317 0.175 -0.330 -0.13 -0.01 -0.06 0.99
C -2.580 -1.807 -3.261 0.02 -0.01 0.03 -1.00
C -3.292 -2.812 -2.612 -0.02 0.00 -0.03 -0.44
C -2.852 -3.260 -1.390 -0.01 -0.01 -0.02 -0.66
C -1.706 -2.693 -0.814 0.02 -0.11 0.14 -0.04
N -1.036 -1.726 -1.437 0.03 0.05 -0.04 0.49
C -1.465 -1.302 -2.629 -0.04 -0.01 -0.04 -0.24
N -1.327 -3.232 0.407 -0.04 0.04 -0.10 -0.42
C -0.370 -2.827 1.163 0.11 0.07 0.11 -0.42
N 0.528 -1.780 1.076 0.01 -0.10 -0.04 0.80
C 1.341 -1.815 2.178 0.01 0.02 0.07 -0.47
N 2.338 -1.083 2.556 -0.04 0.03 -0.11 -0.49
C 2.956 -0.100 1.809 -0.04 -0.10 0.08 0.17
C 3.997 0.585 2.456 0.02 -0.01 0.02 -0.76
C 4.742 1.509 1.766 0.03 0.04 -0.02 -0.37
C 4.464 1.737 0.420 -0.01 -0.02 0.03 -1.14
C 3.418 1.043 -0.146 0.05 -0.01 0.04 -0.17
N 2.664 0.162 0.527 -0.02 0.07 -0.03 0.32
C 0.939 -2.949 3.052 0.05 0.06 0.02 0.19
C 1.439 -3.398 4.259 -0.04 -0.03 0.00 -0.08
C 0.839 -4.522 4.816 0.00 0.00 0.00 -0.63
C -0.220 -5.165 4.174 0.01 0.00 -0.01 -0.65
C -0.710 -4.701 2.958 0.02 0.01 0.04 0.01
C -0.107 -3.581 2.421 -0.06 -0.02 -0.07 -0.01
H -2.882 -1.420 -4.223 -0.01 0.00 -0.01 0.45
H -4.181 -3.238 -3.061 0.00 0.00 -0.01 0.38
H -3.359 -4.042 -0.843 0.00 0.00 0.00 0.51
H -0.876 -0.515 -3.089 0.01 0.02 0.00 0.31
H 4.186 0.347 3.492 0.00 0.00 0.00 0.49
H 5.542 2.044 2.264 0.00 0.01 -0.01 0.39
H 5.031 2.440 -0.172 0.01 0.01 0.00 0.47
H 3.150 1.185 -1.183 -0.02 0.01 -0.04 0.45
H 2.260 -2.884 4.740 0.01 0.01 0.00 0.53
H 1.196 -4.907 5.764 0.00 -0.01 0.01 0.39
H -0.665 -6.039 4.633 0.00 -0.01 0.01 0.40
H -1.532 -5.183 2.445 -0.01 -0.01 -0.01 0.53
C -3.975 3.434 4.388 0.00 0.00 0.02 -1.00
C -2.783 2.546 4.097 0.02 -0.01 0.01 -0.31
O -2.999 1.839 2.873 0.00 -0.03 -0.01 -0.37
P -2.089 2.185 1.578 -0.01 -0.08 -0.02 0.66
S -2.773 1.045 0.127 -0.02 0.00 0.06 -0.44
S -0.169 2.182 2.056 0.03 0.00 0.04 -0.46
O -2.444 3.749 1.324 0.09 0.10 -0.09 -0.36
C -3.635 4.133 0.632 -0.08 0.00 0.07 -0.50
C -3.308 4.546 -0.787 -0.02 0.03 0.00 -1.01
H -3.866 3.909 5.365 0.01 0.01 0.01 0.38
H -4.896 2.850 4.389 0.00 -0.01 0.00 0.27
H -4.060 4.213 3.631 0.00 0.01 -0.01 0.15
H -2.651 1.792 4.877 -0.02 0.01 0.00 0.35
H -1.859 3.125 4.040 -0.02 0.00 0.01 0.30
H -4.054 4.972 1.194 -0.01 -0.01 -0.01 0.32
H -4.359 3.314 0.642 0.02 0.02 -0.02 0.45
H -2.572 5.351 -0.786 0.02 0.00 0.00 0.27
H -4.209 4.900 -1.293 -0.01 0.00 0.00 0.42
H -2.904 3.700 -1.340 0.02 -0.03 0.00 0.14
C 2.447 -4.234 -3.499 0.02 -0.02 0.00 -0.56
C 2.215 -3.297 -4.497 -0.02 0.02 -0.01 -0.61
C 1.940 -1.975 -4.183 0.03 -0.05 -0.04 -0.61
C 1.889 -1.568 -2.846 -0.04 0.20 0.10 -0.30
C 2.127 -2.514 -1.844 0.01 -0.09 -0.02 0.16
C 2.402 -3.830 -2.169 -0.01 0.01 0.01 -0.65
N 1.582 -0.257 -2.451 0.13 -0.15 -0.16 1.51
N 1.673 0.610 -3.449 -0.09 0.15 0.13 -0.94
C 1.345 1.896 -3.129 0.03 -0.17 -0.08 0.03
C 1.455 2.879 -4.140 -0.01 -0.02 0.01 -0.76
C 1.131 4.176 -3.846 0.00 0.05 0.00 -0.26
C 0.687 4.509 -2.557 -0.01 -0.02 -0.02 -0.83
C 0.599 3.494 -1.627 -0.03 -0.02 -0.01 -0.58
N 0.928 2.228 -1.893 0.05 0.05 0.08 0.35
H 2.659 -5.266 -3.752 -0.01 -0.01 0.00 0.38
H 2.241 -3.600 -5.537 0.01 0.00 -0.01 0.36
H 1.759 -1.244 -4.956 -0.01 0.00 -0.01 0.39
H 2.088 -2.206 -0.808 0.00 0.02 0.02 0.34
H 2.579 -4.546 -1.375 0.00 -0.01 0.00 0.39
H 1.794 2.573 -5.120 0.01 0.00 -0.01 0.49
H 1.216 4.941 -4.609 -0.01 0.01 0.01 0.36
H 0.414 5.520 -2.291 0.00 0.01 -0.01 0.44
H 0.246 3.679 -0.617 0.02 0.02 0.02 0.34
```
Positions in Å, forces in eV/Å.

Calculated values
Total charge ... -1
Multiplicity ... 2
E ... -3216.91209 hartree

---

Entry from the Open Molecules 2025 dataset: a cluster of 2 separate species, C2H7NO2S2 in total in a non-equilibrium geometry (ωB97M-V with the def2-TZVPD basis set).

XYZ file:
```
14
Properties=species:S:1:pos:R:3:forces:R:3:mulliken_charge:R:1
C 2.266 -0.764 0.378 -0.38 4.39 0.50 -0.86
S 0.732 0.014 -0.244 -0.39 -2.39 2.57 1.02
N -0.290 0.649 0.678 1.01 2.15 1.73 -0.61
O 1.145 0.628 -1.442 0.18 0.68 -1.52 -0.57
O 0.072 -1.417 -0.413 2.36 -0.37 -1.43 -0.45
H 2.631 -1.325 -0.445 0.69 -0.10 -0.66 0.32
H 2.731 0.263 0.617 0.60 -1.87 -0.60 0.29
H 2.244 -1.303 1.287 -0.70 -0.62 0.78 0.33
H -0.109 1.599 1.153 -0.02 -2.05 -1.46 0.25
H -0.838 -1.496 -0.296 -2.90 0.28 0.41 0.32
C -2.453 0.862 -0.314 -2.15 -0.95 0.13 -0.48
S -3.486 -0.205 0.277 -0.31 -1.15 0.51 -0.25
H -2.685 1.834 -0.035 0.64 2.09 0.47 0.31
H -1.960 0.662 -1.201 1.38 -0.08 -1.43 0.38
```
Positions in Å, forces in eV/Å.

Calculated values
Total charge ... 0
SMILES ... C[S@@](=N)(=O)O.C=S
E ... -1081.87684 hartree